Record 1
Molecular formula: C5H6N2O2
Method: DFT, ωB97M-V/def2-TZVPD

Calculated values
SMILES: O=C(O)Cn1ccnc1
LUMO energy, Eh: 0.015
Orbital gap, eV: 9.30
Energy, hartree: -454.083488
Energy relative to the best compared isomer or geometry (same formula, charge and spin), eV: 1.3799

ORCA input file:
```
! RIJCOSX wB97M-V def2-TZVPD def2/J DEFGRID3
* xyz 0 1
O -2.977 -0.071 -0.024
C -1.787 0.086 -0.124
O -1.040 1.226 -0.589
C -0.959 -0.937 0.450
N 0.493 -0.675 0.294
C 0.981 0.421 0.999
C 2.210 0.731 0.423
N 2.461 -0.164 -0.690
C 1.333 -0.834 -0.696
H -1.499 1.964 -1.096
H -1.215 -1.981 -0.020
H -1.103 -0.941 1.543
H 0.503 0.865 1.829
H 2.945 1.590 0.488
H 1.150 -1.663 -1.386
*
```

Need the natural (NBO) charges? In units of e they are: -0.539, 0.776, -0.729, -0.327, -0.360, -0.117, -0.106, -0.450, 0.193, 0.519, 0.261, 0.258, 0.216, 0.224, 0.181

=====

Record 2
Molecular formula: C8H14NO3
Method: DFT, ωB97M-V/def2-TZVPD

Calculated values
SMILES: CO/C(OC=O)=C1\CCC[N@H+]1C
LUMO energy, Eh: -0.130
Orbital gap, eV: 8.99
Energy, hartree: -593.327836
Energy relative to the best compared isomer or geometry (same formula, charge and spin), eV: 2.3983

ORCA input file:
```
! RIJCOSX wB97M-V def2-TZVPD def2/J DEFGRID3
* xyz 1 1
C -3.427 -0.344 -1.217
O -1.943 -0.412 -1.028
C -1.224 -0.212 0.034
O -1.844 -0.392 1.227
C -1.587 0.659 2.138
O -1.446 1.825 1.858
C 0.090 0.129 -0.069
C 0.599 0.345 -1.429
C 1.764 -0.712 -1.470
C 2.005 -1.066 0.008
N 1.232 -0.120 0.810
C 1.970 1.005 1.272
H -3.721 0.524 -0.649
H -3.878 -1.319 -0.980
H -3.430 -0.215 -2.303
H -2.194 0.412 3.287
H 1.153 1.279 -1.591
H -0.179 0.316 -2.263
H 1.490 -1.589 -2.030
H 2.572 -0.262 -2.021
H 1.782 -2.137 0.000
H 3.052 -1.081 0.264
H 0.753 -0.459 1.698
H 2.469 1.474 0.506
H 1.277 1.744 1.893
H 2.665 0.607 2.054
*
```

Need the natural (NBO) charges? In units of e they are: -0.236, -0.499, 0.657, -0.510, 0.580, -0.499, -0.077, -0.437, -0.415, -0.264, -0.353, -0.416, 0.208, 0.216, 0.222, 0.191, 0.219, 0.276, 0.231, 0.230, 0.263, 0.239, 0.451, 0.230, 0.258, 0.233